No. 1
4 unconnected molecules or ions with the total composition C13H28IN3O3, computed with wB97M-V/def2-TZVPD.

Geometry as ORCA input:
```
! RIJCOSX wB97M-V def2-TZVPD def2/J DEFGRID3
* xyz 0 1
I 12.2193 -12.1585 5.8318
O 12.7730 -6.5056 4.6914
O 15.7571 -14.6837 2.1626
O 8.8105 -12.0906 3.0117
N 8.6661 -12.4746 4.3659
N 13.9566 -14.1766 3.5266
N 13.2126 -8.5805 5.1254
C 8.9216 -14.2180 6.0633
C 9.7869 -14.6459 3.8257
C 7.9519 -11.9257 6.7879
C 8.5910 -10.1052 5.2732
C 16.0833 -12.9468 3.8703
C 7.8548 -11.5228 5.2776
C 12.5864 -7.4743 5.3779
C 8.6138 -13.9839 4.6437
C 15.2078 -14.0154 3.0990
C 7.2420 -14.6959 4.3592
C 7.9997 -13.4530 7.1191
C 6.4341 -11.4957 4.7079
C 11.8378 -7.3703 6.6299
H 6.4634 -14.1625 4.9045
H 16.8882 -12.5236 3.2693
H 9.8595 -15.7146 4.0276
H 13.0262 -9.4075 5.6744
H 15.4391 -12.0795 4.0144
H 16.4767 -13.2922 4.8264
H 9.9529 -14.0141 6.3514
H 12.4727 -7.4154 7.5148
H 5.7409 -12.1848 5.1903
H 7.9037 -9.3336 5.6199
H 11.2212 -6.4741 6.6988
H 8.8511 -11.5215 7.2529
H 13.6802 -8.7488 4.2461
H 9.5073 -10.0237 5.8579
H 6.0578 -10.5672 5.1372
H 11.2537 -8.2871 6.5511
H 13.6514 -13.5710 4.2751
H 6.1754 -11.3042 3.6665
H 7.0589 -11.5482 7.2860
H 10.6836 -14.0289 3.8833
H 8.8549 -15.2613 6.3719
H 8.8398 -9.7817 4.2625
H 7.2365 -15.7411 4.6686
H 6.9804 -13.8102 6.9723
H 13.3242 -14.8449 3.1099
H 6.9807 -14.7408 3.3019
H 9.4764 -14.5660 2.7840
H 8.2029 -13.7607 8.1449
*
```

- Total energy: -1199.66410 Ha
- E_HOMO: -8.6 eV
- Orbital gap: 4.40 eV
- Energy relative to the best compared isomer or geometry (same formula, charge and spin): 0.0 kcal per mole
- Lowest unoccupied orbital energy: -4.22 eV

Here are the natural (NBO) charges for atoms 1 to 5, given in e: number 1, I, carries -0.652; number 2, O, carries -0.636; number 3, O, carries -0.656; number 4, O, carries -0.213; number 5, N, carries 0.232

***

No. 2
A molecular structure, C21H47BClI2N3O4P2, computed with wB97M-V/def2-TZVPD.

Geometry as ORCA input:
```
! RIJCOSX wB97M-V def2-TZVPD def2/J DEFGRID3
* xyz 0 1
I -6.3555 -3.9218 3.0497
I 4.1239 2.8685 -2.9363
Cl 3.3725 2.3343 3.2892
P 3.3131 0.3354 -4.7321
P 5.7881 -0.9198 -0.0841
O 5.4157 -1.9712 1.1192
O 0.0541 2.2298 -1.0858
O 2.0912 0.9915 -5.2417
O 6.6570 0.4062 0.4422
N 4.3439 -0.4516 -0.8714
N 2.1478 0.5913 -2.3538
N 6.7339 -1.1108 -3.1277
C -5.6318 -0.6407 0.5492
C 0.0602 -0.2857 0.5792
C 1.2211 -0.6079 -0.3784
C 2.0657 0.6117 -0.8417
C -7.1012 -0.2006 0.8194
C 4.3174 1.2036 2.2217
C 1.8210 3.1181 0.4840
C 3.4731 0.5530 -0.1850
C -2.8050 -2.7990 1.3661
C -7.2241 1.2689 1.2256
C -8.6726 1.7440 1.4318
C -9.5808 1.5617 0.1877
C 4.5305 -0.2009 -2.3273
C -4.2365 -2.8023 0.7518
C 3.5032 0.8154 -2.9205
C 5.9661 0.1188 -2.8028
C -0.5371 -1.6623 1.0613
C -5.1930 -1.8248 1.4567
C 5.1439 0.3249 3.1938
C -1.9233 -1.9339 0.4427
C 3.3507 0.3213 1.3540
B 1.2981 2.0082 -0.4956
H -6.1239 -2.4193 1.7261
H 4.9550 1.8345 1.6084
H 6.5002 0.8102 -2.1551
H -0.7724 0.2082 0.0836
H -6.7492 1.9496 0.5088
H -9.1391 1.2878 2.3073
H 6.2102 0.3545 2.9705
H 4.8154 -0.7121 3.2054
H -4.7920 -1.4210 2.3874
H 3.9875 1.5177 -0.2744
H 2.9002 3.2717 0.4863
H 1.3727 4.0837 0.2242
H 1.8249 -0.2978 -2.7566
H 3.2565 -1.0800 -4.8035
H -1.7634 -2.5047 -0.4795
H -10.3441 0.8193 0.4288
H 1.4274 2.8700 1.4750
H -2.4907 -1.0182 0.2598
H -2.4297 -3.8245 1.4140
H -6.7152 1.3945 2.1909
H -4.1700 -2.5189 -0.3077
H 1.5335 1.2992 -2.7812
H -8.6173 2.8187 1.6454
H 4.2792 -1.1527 -2.8224
H 2.3580 0.6108 1.6973
H 0.3555 0.2402 1.4907
H 1.8398 -1.3621 0.1135
H -7.6802 -0.3348 -0.1016
H 3.4465 -0.7342 1.6087
H -7.5668 -0.8365 1.5780
H 0.1622 2.9498 -1.7295
H 7.6938 -0.8965 -2.8701
H -2.8847 -2.3510 2.3574
H -5.0034 0.2462 0.7343
H -4.6648 -3.8061 0.7937
H 4.4811 0.7570 -5.4072
H 0.1822 -2.4717 0.9086
H 5.8571 0.6456 -3.7628
H -10.1349 2.4855 -0.0074
H -0.6885 -1.5826 2.1429
H 6.7727 -1.1911 -4.1409
H 0.7624 -1.1397 -1.2248
H -5.5739 -0.8774 -0.5189
H 6.2279 -2.3197 1.5157
H 5.0307 0.6883 4.2146
H -9.0320 1.3084 -0.7190
H 7.5724 0.3280 0.1439
*
```

- Total energy: -3056.59847 Ha
- E_HOMO: -4.2 eV
- Orbital gap: 1.88 eV
- Lowest unoccupied orbital energy: -2.33 eV

Here are the Löwdin charges for atoms 1 to 5, given in e: number 1, I, carries -0.132; number 2, I, carries 1.107; number 3, Cl, carries 0.642; number 4, P, carries 0.690; number 5, P, carries 0.868

***

No. 3
A molecular structure, C4H4Br2F2I2, computed with wB97M-V/def2-TZVPD.

Geometry as ORCA input:
```
! RIJCOSX wB97M-V def2-TZVPD def2/J DEFGRID3
* xyz 0 3
I 1.5744 -1.4745 2.1889
I 2.3245 -0.6008 -2.5243
Br 0.5031 1.8552 1.2435
Br -0.4729 -1.9528 -1.0735
F -1.0244 -0.5803 3.0781
F -1.6653 0.4055 -1.3544
C -0.5490 -0.9177 1.8309
C -0.7404 -0.1644 -0.5277
C 1.3366 1.1152 -2.2590
C -0.8427 0.1727 0.8932
H 1.2213 1.8959 -2.9920
H -0.9685 -1.8759 1.4749
H -1.6875 0.7459 1.2489
H 0.9908 1.3760 -1.2275
*
```

- Total energy: -6097.78722 Ha
- E_HOMO (alpha / beta): -7.9 / -9.5 eV
- <S²>: 2.0176
- Orbital gap (alpha / beta): 6.98 / 7.55 eV
- Energy relative to the best compared isomer or geometry (same formula, charge and spin): 0.7 kcal per mole
- Lowest unoccupied orbital energy (alpha / beta): -0.95 / -1.94 eV

Here are the natural (NBO) charges for atoms 1 to 5, given in e: number 1, I, carries 0.088; number 2, I, carries 0.219; number 3, Br, carries -0.099; number 4, Br, carries 0.117; number 5, F, carries -0.350

***

No. 4
A molecular structure, ClFO4Sr, computed with wB97M-V/def2-TZVPD.

Geometry as ORCA input:
```
! RIJCOSX wB97M-V def2-TZVPD def2/J DEFGRID3
* xyz 0 1
Sr -1.1187 -2.2033 -0.3517
Cl 0.1895 0.8009 0.6081
F 0.0806 -1.9131 -2.6298
O -0.6620 0.4854 1.6955
O -0.3257 0.3616 -0.6471
O 1.4378 0.2819 1.0469
O 0.3985 2.1864 0.2781
*
```

- Total energy: -891.44865 Ha
- E_HOMO: -9.7 eV
- Orbital gap: 7.05 eV
- Energy relative to the best compared isomer or geometry (same formula, charge and spin): 9.9 kcal per mole
- Lowest unoccupied orbital energy: -2.65 eV

Here are the Löwdin charges for atoms 1 to 5, given in e: number 1, Sr, carries 1.678; number 2, Cl, carries 0.579; number 3, F, carries -0.763; number 4, O, carries -0.372; number 5, O, carries -0.465

***

No. 5
2 unconnected molecules or ions with the total composition C5H9N3S, computed with wB97M-V/def2-TZVPD.

Geometry as ORCA input:
```
! RIJCOSX wB97M-V def2-TZVPD def2/J DEFGRID3
* xyz 0 1
S 1.3122 1.8775 0.4868
N -3.2242 0.5924 -0.3500
N -1.1107 0.1866 -0.0501
N -3.1232 -0.5658 0.3407
C 1.0353 0.1854 0.1653
C -1.8526 -0.7909 0.5146
C 1.3172 -0.3198 -1.2113
C 1.3280 -0.6979 1.3216
C -2.0199 1.0330 -0.5690
H 2.3980 -0.3821 -1.3679
H 2.4135 -0.7267 1.4558
H -1.7723 1.9320 -1.0910
H -1.4467 -1.6335 1.0354
H 0.8933 -1.3147 -1.3387
H 1.0875 2.3196 -0.7509
H 0.8869 -0.3128 2.2379
H 0.8939 0.3322 -1.9757
H 0.9839 -1.7147 1.1466
*
```

- Total energy: -758.28771 Ha
- E_HOMO: -8.9 eV
- Orbital gap: 8.32 eV
- Energy relative to the best compared isomer or geometry (same formula, charge and spin): 40.0 kcal per mole
- Lowest unoccupied orbital energy: -0.54 eV

Here are the natural (NBO) charges for atoms 1 to 5, given in e: number 1, S, carries 0.141; number 2, N, carries -0.305; number 3, N, carries -0.471; number 4, N, carries -0.308; number 5, C, carries 0.196

***

No. 6
A molecular structure, C18H30Cl18O10, computed with wB97M-V/def2-TZVPD.

Geometry as ORCA input:
```
! RIJCOSX wB97M-V def2-TZVPD def2/J DEFGRID3
* xyz 0 1
Cl -1.7423 -2.9397 0.2691
Cl -4.5896 4.4201 3.7779
Cl -2.1437 -1.8165 -2.4769
Cl -3.9144 -2.5111 2.7045
Cl 1.1418 1.9904 -2.2916
Cl 0.8786 4.3088 -1.2503
Cl -3.3008 4.2802 1.1658
Cl 2.1975 -5.3395 -0.5327
Cl -3.2845 -0.0472 1.2871
Cl -0.1142 0.9461 -4.6741
Cl 2.7293 0.9007 -4.4474
Cl 0.5025 -3.8936 1.4587
Cl -2.0412 5.3526 -1.8081
Cl -1.1598 4.5355 0.8246
Cl -2.4580 -0.4899 4.1050
Cl 0.9637 -2.7922 -1.1709
Cl -4.4507 -1.8549 -0.7131
Cl -3.2883 1.9690 2.8101
O 2.6130 -1.6481 -0.1099
O -0.9203 0.8071 1.3207
O 2.4939 -0.1341 -1.7226
O 2.2070 0.6198 0.1937
O 2.8985 2.5353 3.2037
O 2.2173 0.4754 3.9566
O 1.1659 -4.2664 -2.9534
O -0.5192 -0.5561 -0.3421
O -0.4767 1.8325 -0.5795
O 0.8014 2.1185 3.6089
C 0.2650 -2.3933 -4.0718
C 0.1841 -3.6665 -3.2753
C 1.2835 1.8642 -3.9941
C -0.9170 4.1788 -0.8654
C -1.1404 -4.2863 -2.8069
C 2.0141 1.6182 3.6289
C 1.7343 -3.7258 0.1110
C -4.2320 3.3865 2.4011
C 2.5055 -0.4815 -0.5001
C -0.3043 1.4207 4.2198
C -0.1014 -0.7263 -1.6641
C 1.9674 0.6118 1.6177
C 4.2502 2.1644 3.1091
C -0.6531 0.8040 0.0680
C -2.7506 -1.2216 2.5289
C -1.5301 1.9309 1.8876
C 2.5355 -1.0728 -2.8444
C -2.8887 -2.6631 -1.0693
H -1.1852 1.6087 3.6059
H 2.4730 -0.2260 2.0980
H 1.4160 2.8485 -4.4432
H 2.4495 1.5242 1.9687
H -1.2284 -3.8708 -1.8030
H 0.8011 -2.5754 -5.0032
H -1.8200 -1.7246 2.2664
H -0.7511 -2.0897 -4.3238
H -3.2404 -3.6509 -1.3672
H 2.8011 -0.6525 -3.8144
H 0.7144 -1.7060 -3.3550
H 0.3658 -1.7106 -1.6957
H 3.3089 -1.8091 -2.6259
H -5.1611 3.1349 1.8897
H -0.8955 -0.7333 -2.4107
H -1.7632 1.7000 2.9270
H 1.5868 -1.6072 -2.8938
H -1.1576 2.9531 1.8199
H 4.6304 2.5828 2.1772
H 2.5347 -3.1383 0.5608
H 4.7218 2.6758 3.9483
H -0.2651 0.3340 4.1445
H -2.5018 2.0020 1.3990
H 4.5674 1.1285 2.9889
H 0.9940 0.7851 2.0763
H -0.5692 1.8534 5.1845
H -1.9195 -4.0942 -3.5445
H -0.8132 -5.3198 -2.9209
H -1.3461 3.1887 -1.0190
H 0.6236 0.0431 -1.9297
*
```

- Total energy: -9738.48677 Ha
- E_HOMO: -8.3 eV
- Orbital gap: 8.26 eV
- Lowest unoccupied orbital energy: -0.01 eV

Here are the Löwdin charges for atoms 1 to 5, given in e: number 1, Cl, carries 0.613; number 2, Cl, carries 0.564; number 3, Cl, carries 0.794; number 4, Cl, carries 0.578; number 5, Cl, carries 0.742

***

No. 7
A molecular structure, C7H10, computed with wB97M-V/def2-TZVPD.

Geometry as ORCA input:
```
! RIJCOSX wB97M-V def2-TZVPD def2/J DEFGRID3
* xyz 0 1
C 0.6480 -1.2882 -0.8380
C 1.7147 -0.5884 0.3004
C 0.5942 -0.0763 1.1737
C -1.8591 1.2457 -0.6891
C -0.2473 -0.3984 -0.0230
C -1.8440 -0.1347 -0.2641
C 1.6180 0.9038 0.7194
H 1.2670 1.6381 0.0022
H -2.1099 2.0311 0.0259
H -2.2980 -0.3069 0.7056
H 0.1884 -2.3495 -0.8162
H 0.4425 -0.3619 2.2275
H -1.9332 1.5169 -1.7417
H 2.3047 1.2554 1.5083
H 1.0350 -1.1386 -1.8477
H -2.1013 -0.8171 -1.0761
H 2.5804 -1.1311 0.6328
*
```

- Total energy: -272.47474 Ha
- E_HOMO (alpha / beta): -7.2 / -7.5 eV
- Orbital gap (alpha / beta): 7.95 / 8.27 eV
- Energy relative to the best compared isomer or geometry (same formula, charge and spin): 152.6 kcal per mole
- Lowest unoccupied orbital energy (alpha / beta): 0.73 / 0.78 eV

Here are the natural (NBO) charges for atoms 1 to 5, given in e: number 1, C, carries -0.477; number 2, C, carries -0.180; number 3, C, carries -0.339; number 4, C, carries -0.325; number 5, C, carries 0.148